[1]
ORCA calculation (ωB97M-V with the def2-TZVPD basis set) on a structure of composition C3H3Br3N2O2S2 in a non-equilibrium geometry.

```
15
Properties=species:S:1:pos:R:3:forces:R:3:mulliken_charge:R:1
C -1.41192 0.30011 1.29759 -3.1 -0.4 -2.7 -0.083
C -2.50902 -0.12987 0.28980 0.2 1.5 -1.2 -0.563
C 2.49848 0.60426 -0.21218 -2.3 -0.9 1.2 -0.180
N -0.32536 -0.28939 1.17749 2.0 1.8 2.7 -0.170
N -0.19554 -1.27818 0.33715 1.2 -1.1 -2.9 -0.293
O 0.38158 0.38887 -1.91338 -0.7 1.1 -0.2 -0.466
O 1.79598 -1.56851 -1.78048 0.2 0.0 0.9 -0.516
S -1.68851 -1.54948 -0.52397 -0.4 0.6 0.0 -0.013
S 1.17491 -0.46570 -1.10326 -1.3 -1.4 0.6 0.982
Br 3.70044 0.80708 -1.55271 2.0 0.6 -1.3 0.097
Br 3.00637 -0.47072 1.28970 0.5 0.0 0.1 0.058
Br 1.71287 2.26558 0.37909 0.1 -0.1 -0.1 0.051
H -1.68805 1.14148 1.87134 0.6 0.7 1.1 0.404
H -3.37738 -0.48225 0.74641 -1.2 -1.2 1.4 0.400
H -3.07484 0.72673 -0.30258 2.1 -1.2 0.5 0.291
```
Positions in Å, forces in eV/Å.

Computed properties:
- HOMO-LUMO gap (alpha / beta) (eV) = 7.5 / 7.5



[2]
ORCA calculation (ωB97M-V with the def2-TZVPD basis set) on a cluster of 2 separate species, C3H3BrF2O in total in a non-equilibrium geometry.

```
10
Properties=species:S:1:pos:R:3:forces:R:3:mulliken_charge:R:1
C -1.00082 2.29506 -1.73754 -1.5 -0.5 3.8 0.347
C 0.20924 0.29352 -0.13572 1.1 -5.0 2.2 -0.838
C -0.24594 1.60025 0.19271 0.8 3.3 -4.0 0.725
O -2.11294 2.70625 -1.79229 2.1 -0.5 -0.6 -0.384
F -1.20700 1.79722 1.00646 -1.3 0.0 1.2 -0.222
F 0.75638 2.48932 0.43760 -0.6 -0.5 0.0 -0.250
Br 0.25349 1.86369 -3.14822 0.0 0.2 -0.5 -0.162
H -0.57528 -0.52248 0.16911 1.1 1.7 -0.8 0.285
H 0.45239 0.16800 -1.19616 0.1 0.1 0.4 0.226
H 1.15380 -0.05044 0.54074 -1.9 1.1 -1.6 0.273
```
Positions in Å, forces in eV/Å.

Computed properties:
- HOMO-LUMO gap (eV) = 9.0



Quick rundown of energy relative to the best compared isomer or geometry (same formula, charge and spin), same order as above: 115.3; 180.7 kJ/mol